Density functional theory data (ωB97M-V/def2-TZVPD) for a gas-phase ion, C11H19NP (charge +1) at a distorted geometry.

Results
structure (SMILES) = CC[N+](P)(CC)Cc1ccccc1
net charge = +1
ΔE to the lowest compared entry with this formula, charge and spin = 0.0 kJ/mol

Element x y z (Å)
C -4.0050 -0.3941 0.4354
C -3.2728 -1.5295 0.2145
C -3.5469 0.9193 0.0882
C -1.9944 -1.4670 -0.1905
C -2.2055 1.0159 -0.3010
C -1.5421 -0.1939 -0.5760
C 1.9212 -0.2355 2.0801
C 2.7793 -0.9267 -1.0285
C -0.0715 0.0064 -1.1335
C 0.6836 -0.2080 1.0938
C 2.3382 0.3927 -0.7762
N 0.9485 0.5373 -0.1831
P 0.6314 2.3348 0.1118
H -5.1075 -0.5130 0.6763
H -3.7190 -2.5142 0.4814
H -4.1128 1.7861 0.2414
H -1.4969 -2.4255 -0.5504
H -1.7311 1.9374 -0.6399
H 2.6066 -0.8740 1.7048
H 2.1839 0.8595 2.0334
H 1.5483 -0.5034 3.0500
H 2.1630 -1.6581 -0.4742
H 2.6897 -1.3795 -2.0517
H 3.7884 -1.1151 -0.7712
H 0.3080 -0.9350 -1.3649
H -0.0228 0.5391 -2.0546
H -0.0965 0.4263 1.5664
H 0.0885 -1.1282 0.8776
H 2.4029 1.0810 -1.6276
H 3.0658 0.8241 -0.0559
H 1.9252 2.6039 0.4090
H 0.8522 2.7369 -1.2848

Density functional theory data (ωB97M-V/def2-TZVPD) for a single C11H19PS molecule at a distorted geometry.

Results
structure (SMILES) = CC(C)C[C@H](C)[C@@]12C[C@@H]1C=CSP2
ΔE to the lowest compared entry with this formula, charge and spin = 0.0 kJ/mol

Element x y z (Å)
C -1.6637 0.0896 2.5156
C -1.3566 -1.1798 2.7393
C -0.2301 2.1031 1.8582
C -1.2125 1.0242 1.5268
C 0.4979 0.9100 1.1700
C 2.1597 1.7628 -0.4358
C -1.2037 -0.2403 -2.5135
C -0.0934 -2.3982 -1.9787
C 0.8482 -0.3690 -1.0136
C 0.7827 1.0228 -0.3170
C -0.4329 -1.0820 -1.4399
P 1.1896 -0.2551 2.3409
S 0.0317 -1.9141 1.9767
H -2.5942 0.4471 3.1107
H -2.0164 -1.8432 3.3973
H -0.1907 3.0393 1.3416
H -0.0233 2.1963 2.9630
H -1.9843 1.2805 0.6855
H 2.6538 1.7220 0.5585
H 2.9349 1.2664 -1.1239
H 1.9827 2.7553 -0.7113
H -2.2932 -0.3133 -2.3501
H -0.9024 0.7825 -2.3977
H -0.9670 -0.6671 -3.5512
H 0.7525 -2.8454 -1.4224
H -0.8722 -3.0741 -1.9093
H 0.0533 -2.3503 -3.0673
H 1.3243 -1.0474 -0.2513
H 1.5776 -0.3458 -1.7448
H 0.1216 1.7583 -0.8442
H -1.0738 -1.3198 -0.5954
H 2.1998 -0.9154 1.4833

Density functional theory data (ωB97M-V/def2-TZVPD) for a molecular structure, C11H20BN6O4S4Zr.

Results
net charge = +1
ΔE to the lowest compared entry with this formula, charge and spin = 26.4 kJ/mol

Element x y z (Å)
Zr 0.0983 0.6140 0.2368
C -0.9432 2.6861 -3.6302
N 0.2646 1.9784 -3.2181
C 1.0131 1.1082 -3.9732
C 2.0004 0.6344 -3.1791
N 1.8630 1.2202 -1.9400
B 2.7601 0.9445 -0.7046
N 3.0949 -0.5560 -0.6351
C 4.3473 -1.0439 -0.3120
C 4.2682 -2.3881 -0.2588
N 2.9581 -2.7234 -0.5411
C 2.4286 -4.0757 -0.6473
C 2.2537 -1.5993 -0.7650
S 0.5637 -1.5506 -1.1276
C 0.8016 2.0605 -1.9876
S 0.2144 3.0142 -0.6848
H -1.1281 2.4719 -4.6784
H -0.8086 3.7563 -3.4947
H -1.7828 2.3475 -3.0266
H 0.7757 0.9031 -5.0020
H 2.7757 -0.0804 -3.3886
H 3.7572 1.5983 -0.6908
H 2.1317 1.3247 0.3154
H 5.1802 -0.3824 -0.1549
H 5.0133 -3.1376 -0.0591
H 2.9820 -4.7268 0.0242
H 2.5213 -4.4431 -1.6679
H 1.3786 -4.0675 -0.3691
C -2.1109 -0.3770 4.5626
N -0.8704 0.0177 3.9130
C -0.0847 -0.8197 3.2656
S 1.2843 -0.1865 2.3806
N -0.2926 -2.1226 3.3627
C 0.3757 -3.1296 2.5499
H -2.5836 0.5114 4.9684
H -1.9129 -1.0634 5.3871
H -2.7938 -0.8353 3.8428
H -0.7245 0.9958 3.7216
H -1.1480 -2.4119 3.8112
H 1.4425 -2.9231 2.5163
H -0.0342 -3.1250 1.5385
H 0.2173 -4.1010 3.0103
O -1.6620 -0.9098 1.0558
S -2.4050 0.3289 0.6705
O -1.5620 1.3864 1.4096
O -1.9035 0.5587 -0.7449
O -3.7976 0.3788 0.8962

Density functional theory data (ωB97M-V/def2-TZVPD) for 7 unconnected molecules or ions with the total composition C11H20Cl12F5NPS.

Results
E_tot = -197204.761 eV
net charge = -1

Element x y z (Å)
F 1.6104 0.0868 -0.0209
C 0.5520 0.3938 -0.7860
F 0.9059 1.4435 -1.5244
F 0.3620 -0.6273 -1.6178
C -0.7012 0.6999 0.0775
F -0.2234 1.5187 1.0785
F -1.5062 1.4657 -0.6987
C -1.3794 -0.5046 0.6839
C -2.2913 -1.3528 -0.2050
C -3.6487 -0.7134 -0.5056
N -4.3308 -0.5039 0.7601
P -5.8288 0.0135 0.6680
S -7.3763 -1.2269 0.6154
H -0.5586 -1.1248 1.0715
H -1.9505 -0.1525 1.5496
H -1.7916 -1.6650 -1.1290
H -2.5059 -2.2641 0.3639
H -4.1809 -1.4023 -1.1841
H -3.5123 0.2241 -1.0660
H -5.9447 0.8841 -0.4507
H -6.0113 0.9390 1.7145
C 2.6798 2.0118 2.4326
Cl 2.0264 0.9381 3.6719
Cl 3.9873 3.0476 3.0451
H 3.0758 1.4034 1.6306
H 1.8760 2.6451 2.0788
C 2.3617 -2.4732 5.3452
Cl 0.8224 -2.7611 4.5301
Cl 2.9841 -3.9248 6.1510
H 3.0907 -2.1577 4.6083
H 2.2159 -1.7071 6.0967
C -0.7259 1.7126 -4.7031
Cl -2.1835 1.5414 -3.7382
Cl -1.0634 2.1527 -6.3936
H -0.1136 2.4949 -4.2717
H -0.1989 0.7662 -4.7052
C 4.5097 -1.8326 -0.2841
Cl 4.9103 -0.4585 0.7548
Cl 5.1708 -3.3451 0.3493
H 3.4307 -1.9175 -0.3301
H 4.9327 -1.6545 -1.2648
C 6.4266 -1.2550 3.9905
Cl 5.8787 -2.6291 4.9596
Cl 5.4103 0.1633 4.2719
H 7.4492 -1.0150 4.2548
H 6.3452 -1.5266 2.9443
C -4.8685 2.7107 -7.0307
Cl -5.6398 1.4408 -6.0845
Cl -5.8200 4.2059 -7.0740
H -3.9076 2.9322 -6.5818
H -4.7514 2.3595 -8.0485